(1)
This record from the Open Molecules 2025 dataset describes a 5-piece molecular cluster, C24H57N7O5 overall at a distorted geometry. The level of theory is wB97M-V/def2-TZVPD.

Output
* SMILES: CC1(C)CCCC(C)(C)N1O.CC1(C)CCCC(C)(C)N1O.COC[C@H](C)N.NC(N)=O.NC(N)=O
* HOMO: -0.2915 hartree

XYZ file:
```
93
Properties=species:S:1:pos:R:3:mulliken_charge:R:1
N -0.1210 3.9027 0.7802 0.574
H -3.0393 4.1319 0.1345 0.395
H -0.5235 0.3301 2.4147 0.073
C -2.1545 6.0212 0.7503 -0.759
H 6.1518 -2.7885 -5.4978 0.422
H 5.1590 -6.6191 3.3604 0.172
H -0.3090 2.2656 -1.4071 0.396
H 1.9798 -0.6203 -7.3377 0.432
H 3.9139 -2.1462 -2.7502 0.588
O 3.4436 -5.3014 1.1710 -0.628
C 2.1791 -3.8475 -5.9096 1.797
H 2.3199 -1.8212 -3.3846 0.278
H -2.3193 4.8947 2.5279 0.427
C 4.0193 -2.2897 -4.9077 1.134
H 5.5188 -6.4570 1.6588 0.240
H 1.0611 -4.0473 -4.0448 0.395
H 4.4636 -1.4505 -6.9145 0.372
H 5.9788 -1.2246 -4.5463 0.386
H 0.5612 6.9344 1.1948 0.303
C -6.6538 0.6630 6.4329 0.443
H -6.7700 2.8165 5.9812 0.380
N 4.9559 -6.2091 2.4599 -0.372
C 5.6262 -2.2422 -4.7146 -1.751
C 3.3833 -1.7004 -3.5915 -1.763
H -6.0995 1.8202 4.6788 0.316
C -6.1409 1.9544 5.7597 -1.355
H -1.4701 6.8528 0.5827 0.328
H -2.7910 5.2998 -1.0988 0.428
H 0.8156 3.4233 3.1542 0.404
H 1.3828 -0.5256 1.6470 0.148
H 3.2225 -5.4568 -7.0224 0.475
H -1.7964 3.0194 -2.1619 0.368
C -5.8752 -0.5655 6.0324 -0.554
H -1.7125 -0.4383 3.3221 0.172
H 0.1296 -4.3410 -5.4756 0.471
H 2.5957 -3.2556 -7.9371 0.367
C -5.3368 -2.0843 4.2788 -0.793
C 2.3034 -5.2839 -6.4625 -1.958
H -0.8902 3.5892 3.5481 0.325
H 2.0669 -5.3374 3.2404 0.249
C -0.1892 4.9042 1.8527 1.553
C -0.0183 -1.5416 2.8402 0.690
C -1.2469 2.7975 -1.2470 -1.808
C -0.8716 4.1720 -0.4932 1.175
H -6.4241 -1.3473 6.5572 0.297
H -4.6761 -2.5159 5.0306 0.327
H 3.6212 -4.0624 -3.4474 0.410
H 5.9191 -2.7049 -3.7722 0.372
H 1.5457 -1.1931 -5.9443 0.273
H -1.8755 2.2240 -0.5658 0.418
N -6.5913 0.9058 7.8934 -0.680
H -5.2246 2.3139 6.2279 0.295
H -7.2337 0.2508 8.3157 0.270
O -0.2478 -2.5984 3.3905 -0.696
O -5.5820 -0.7196 4.5851 -0.349
H -7.7230 0.5721 6.2415 0.316
H -4.8583 -0.5318 6.4233 0.277
C 3.7727 -5.7138 2.2460 0.583
C 0.9128 -3.7017 -5.0679 -1.886
C -0.0189 4.1244 3.1706 -1.959
C 3.7541 -1.3241 -6.0968 -1.170
H -1.6164 6.5182 2.6262 0.328
N -0.8318 -0.5340 2.8370 -0.241
C -2.2978 4.8348 -0.2453 -1.038
H -0.6854 5.2944 -2.3381 0.424
H -5.6799 0.8037 8.3165 0.234
H 3.8366 -0.2886 -5.7666 0.528
H 2.4267 -6.0459 -5.6928 0.394
O 3.8795 -4.5552 -4.2297 -0.442
C -1.6055 5.5802 2.0711 -1.098
H 0.7978 4.4682 -1.8850 0.463
H 0.3519 5.8959 -1.0247 0.337
H -3.1506 6.4175 0.9474 0.402
H 3.5966 -0.6363 -3.4908 0.399
C -0.0659 5.0030 -1.4899 -1.752
C 2.3186 -1.4197 -6.6786 -0.675
C 0.7978 6.0115 1.7243 -1.756
N 1.1170 -1.3327 2.1931 -0.339
H 1.6605 -2.1835 2.1659 0.186
H 1.1304 6.3764 2.6961 0.462
H -6.2921 -2.6008 4.1849 0.316
H 0.2147 4.8027 3.9912 0.422
H 1.6761 5.5801 1.2440 0.308
C 2.0464 -2.8545 -7.0854 -1.251
H 0.9831 -2.9194 -7.3158 0.475
O 1.0761 3.3200 0.5988 -0.373
H 1.5391 -5.5696 -7.1852 0.401
N 2.9781 -5.7669 3.3146 -0.442
H 0.3970 -2.7449 -4.9869 0.314
H 3.2767 -5.7220 4.2784 0.205
N 3.5352 -3.6368 -5.2136 0.213
H 1.5443 3.9713 0.0715 0.305
H -4.9280 -2.2425 3.2808 0.261
```



(2)
This record from the Open Molecules 2025 dataset describes C4H16BClCoO4 as an isolated structure at a distorted geometry. The level of theory is wB97M-V/def2-TZVPD.

Output
* spin multiplicity: 4
* HOMO (spin up / spin down): -0.3408 / -0.3408 hartree

XYZ file:
```
27
Properties=species:S:1:pos:R:3:mulliken_charge:R:1
H 0.7424 -0.0242 0.1094 -0.229
H -3.0245 -1.0067 1.5234 0.297
Cl -1.5858 0.9526 -1.3176 -0.330
C 1.4529 -0.9412 -1.7486 -0.360
H 2.5179 -0.1603 -0.0301 0.365
C 1.5648 -0.6472 -0.2430 0.180
H 0.7159 -2.0751 0.8394 0.421
H 0.6538 4.9475 -0.4447 -0.118
H 1.0119 -0.1217 -2.3115 0.270
O 1.5891 -1.8946 0.4694 -0.605
O -0.1188 -2.2077 2.5866 -0.573
H -0.8569 4.7413 -1.6413 0.031
H 0.9170 4.2446 -2.2421 -0.119
C -1.0743 -1.1761 2.3601 -0.341
Co -1.8358 3.2300 -1.1200 0.332
H 0.5898 -1.8494 3.1301 0.293
H -1.6204 -1.0228 -0.1894 0.053
H -1.4407 -0.7153 3.2843 0.425
H -2.5417 -2.6860 1.8604 0.308
C -2.1922 -1.7196 1.5027 -0.350
H 0.0167 3.1575 -0.8298 0.104
H -0.5819 -0.3649 1.8022 0.203
H 3.0678 -1.9868 -2.0759 0.318
B 0.2170 4.2449 -1.2922 0.082
O 2.7094 -1.1471 -2.3814 -0.585
H 0.8559 -1.8572 -1.7582 0.295
O -1.7495 -1.9145 0.1578 -0.369
```



Relative energy (zero: lowest compared OMol25 entry of this formula, charge and spin) for every record listed, in sequence, given in kJ/mol: 112.1; 14.9.
DFT total energy for every record listed, in sequence, given in eV: -46476.51865; -63419.96849.